{"formula": "C10H20N3O4V", "method": "ωB97M-V/def2-TZVPD", "symbols": ["V", "C", "C", "O", "O", "H", "H", "H", "C", "O", "N", "C", "C", "H", "H", "H", "H", "H", "H", "H", "C", "O", "N", "C", "C", "H", "H", "H", "H", "H", "H", "H", "C", "C", "N", "H", "H", "H"], "coordinates": [[23.291, -7.798, 8.669], [24.358, -3.826, 8.076], [23.894, -5.273, 8.297], [23.222, -5.943, 7.489], [24.322, -5.875, 9.310], [24.160, -3.234, 8.970], [23.724, -3.428, 7.284], [25.354, -3.790, 7.633], [21.156, -7.333, 11.325], [21.934, -7.311, 10.399], [21.274, -6.577, 12.435], [20.388, -6.848, 13.613], [22.472, -5.684, 12.638], [20.373, -8.078, 11.532], [19.882, -5.927, 13.902], [20.987, -7.200, 14.453], [19.598, -7.534, 13.308], [22.165, -4.793, 13.186], [23.312, -6.216, 13.085], [22.919, -5.231, 11.753], [26.519, -7.241, 3.772], [27.536, -7.790, 3.528], [26.555, -6.034, 4.473], [25.298, -5.524, 4.951], [27.737, -5.520, 5.107], [25.469, -7.494, 3.558], [25.314, -4.471, 5.235], [25.042, -6.034, 5.879], [24.413, -5.634, 4.324], [27.715, -4.445, 4.929], [27.780, -5.628, 6.191], [28.681, -5.941, 4.761], [24.713, -0.434, 7.015], [24.462, -0.077, 8.437], [24.255, 0.280, 9.516], [24.062, -1.276, 6.777], [25.710, -0.812, 6.790], [24.512, 0.464, 6.430]], "total_energy_ha": -1801.5787, "charge": 2, "spin_multiplicity": 5, "lumo_energy_ev": [-7.7, -10.9], "orbital_gap_ev": [7.7, 4.6]}

{"formula": "C37H38IrN8O", "method": "ωB97M-V/def2-TZVPD", "symbols": ["Ir", "N", "C", "N", "C", "N", "N", "C", "C", "C", "C", "C", "C", "N", "C", "C", "C", "C", "C", "C", "H", "H", "H", "H", "H", "H", "H", "H", "H", "H", "H", "C", "C", "C", "C", "C", "C", "C", "C", "C", "C", "H", "H", "H", "H", "H", "H", "H", "H", "H", "H", "H", "H", "H", "H", "C", "C", "C", "C", "C", "N", "C", "O", "N", "C", "C", "C", "C", "N", "C", "C", "C", "H", "H", "H", "H", "H", "H", "H", "H", "H", "H", "H", "H", "H"], "coordinates": [[-1.474, 0.723, 0.660], [-0.253, -0.429, 4.770], [-0.291, 0.125, 3.582], [-1.276, -0.051, 2.717], [-2.344, -0.857, 3.080], [-3.279, -1.089, 2.221], [-3.074, -0.495, 1.020], [-3.893, -0.760, 0.074], [-3.612, -0.169, -1.198], [-4.413, -0.339, -2.311], [-4.033, 0.253, -3.508], [-2.863, 0.995, -3.538], [-2.113, 1.124, -2.381], [-2.475, 0.553, -1.223], [-2.371, -1.471, 4.390], [-3.421, -2.294, 4.816], [-3.353, -2.893, 6.053], [-2.240, -2.692, 6.879], [-1.200, -1.877, 6.479], [-1.280, -1.267, 5.236], [0.534, -0.252, 5.382], [0.538, 0.760, 3.302], [-4.738, -1.417, 0.244], [-5.323, -0.918, -2.233], [-4.637, 0.129, -4.397], [-2.528, 1.476, -4.447], [-1.199, 1.691, -2.388], [-4.267, -2.453, 4.163], [-4.156, -3.535, 6.388], [-2.190, -3.186, 7.840], [-0.344, -1.714, 7.121], [-3.511, 3.258, 3.762], [-3.371, 3.480, 2.256], [-4.534, 2.835, 1.494], [-2.019, 3.108, 1.692], [-0.851, 3.028, 2.538], [0.393, 2.922, 2.020], [0.601, 2.863, 0.596], [1.978, 2.954, 0.052], [-0.520, 2.817, -0.231], [-1.829, 2.959, 0.319], [-4.477, 3.634, 4.092], [-2.758, 3.790, 4.343], [-3.464, 2.192, 4.008], [-3.444, 4.563, 2.086], [-4.369, 1.759, 1.381], [-4.688, 3.271, 0.507], [-5.459, 2.981, 2.048], [-0.974, 3.120, 3.609], [1.259, 2.941, 2.672], [2.435, 3.880, 0.415], [2.001, 2.966, -1.035], [2.611, 2.142, 0.413], [-0.395, 2.881, -1.301], [-2.662, 3.163, -0.342], [6.918, -2.593, -7.384], [6.418, -2.156, -6.067], [7.281, -1.577, -5.098], [6.780, -1.025, -3.964], [5.374, -1.051, -3.704], [4.948, -0.396, -2.591], [3.705, -0.315, -1.914], [3.436, 0.682, -1.294], [2.912, -1.427, -1.957], [1.719, -1.598, -1.223], [1.282, -2.904, -1.016], [0.136, -3.133, -0.287], [-0.570, -2.056, 0.208], [-0.174, -0.790, -0.008], [0.953, -0.552, -0.706], [4.507, -1.707, -4.625], [5.022, -2.243, -5.763], [7.990, -2.470, -7.498], [6.403, -2.030, -8.172], [6.639, -3.635, -7.581], [8.348, -1.570, -5.281], [7.445, -0.573, -3.238], [5.604, 0.274, -2.204], [3.312, -2.281, -2.316], [1.844, -3.740, -1.417], [-0.205, -4.140, -0.091], [-1.462, -2.214, 0.795], [1.250, 0.475, -0.844], [3.438, -1.716, -4.463], [4.366, -2.717, -6.482]], "total_energy_ha": -2049.0358, "e_above_lowest_kcal_mol": 27.23, "charge": 4, "spin_multiplicity": 2, "lumo_energy_ev": [-11.6, -12.2], "orbital_gap_ev": [6.5, 5.8]}

{"formula": "C43H36AsBF7N6O3STi", "method": "ωB97M-V/def2-TZVPD", "symbols": ["Ti", "C", "C", "C", "C", "C", "C", "N", "C", "C", "C", "C", "C", "C", "N", "N", "C", "C", "C", "C", "C", "N", "H", "H", "H", "H", "H", "H", "H", "H", "H", "H", "H", "H", "H", "F", "C", "F", "F", "C", "C", "C", "C", "N", "C", "S", "H", "H", "H", "N", "C", "C", "O", "O", "H", "H", "H", "H", "H", "F", "B", "F", "F", "F", "O", "As", "C", "C", "C", "C", "C", "C", "C", "C", "C", "C", "C", "C", "C", "C", "C", "C", "C", "C", "H", "H", "H", "H", "H", "H", "H", "H", "H", "H", "H", "H", "H", "H", "H"], "coordinates": [[0.218, 0.279, 0.636], [5.112, -0.078, -2.441], [4.806, 1.163, -1.955], [4.020, 1.363, -0.823], [3.281, 0.272, -0.299], [3.432, -1.014, -0.899], [4.445, -1.193, -1.867], [2.389, 0.350, 0.803], [2.837, 0.775, 2.035], [4.011, 1.473, 2.349], [4.337, 1.886, 3.642], [3.430, 1.565, 4.711], [2.225, 0.835, 4.469], [1.926, 0.530, 3.105], [0.735, -0.078, 2.658], [0.112, -0.741, 3.681], [-0.970, -1.324, 3.160], [-1.658, -2.281, 3.973], [-2.804, -2.861, 3.494], [-3.289, -2.385, 2.254], [-2.528, -1.535, 1.484], [-1.316, -1.103, 1.873], [5.937, -0.126, -3.168], [5.115, 1.974, -2.527], [4.031, 2.309, -0.302], [2.855, -1.816, -0.475], [4.627, -2.210, -2.152], [4.575, 1.701, 1.483], [5.227, 2.527, 3.792], [3.571, 1.945, 5.760], [1.499, 0.492, 5.186], [-1.224, -2.366, 4.986], [-3.305, -3.552, 4.156], [-4.195, -2.760, 1.839], [-2.920, -1.235, 0.538], [2.502, 6.154, -1.518], [2.012, 4.832, -1.535], [3.069, 4.107, -1.993], [1.017, 4.766, -2.464], [1.582, 4.412, -0.141], [1.606, 5.282, 0.931], [1.159, 4.834, 2.220], [0.822, 3.482, 2.331], [0.722, 2.645, 1.294], [1.075, 3.051, 0.054], [0.631, 1.974, -1.212], [1.972, 6.271, 0.793], [1.227, 5.513, 3.071], [0.490, 3.091, 3.317], [-4.893, 2.819, 1.417], [-3.573, 2.400, 1.852], [-2.703, 1.786, 0.721], [-3.339, 1.785, -0.467], [-1.622, 1.224, 0.857], [-5.015, 3.777, 1.629], [-5.708, 2.314, 1.834], [-4.125, 2.385, -0.258], [-3.616, 1.600, 2.672], [-2.939, 3.195, 2.331], [-1.225, 2.502, 3.999], [-2.084, 1.708, 4.846], [-2.985, 2.468, 5.562], [-1.197, 1.024, 5.697], [-2.847, 0.846, 3.968], [-0.031, -0.975, -0.686], [-0.609, -1.993, -2.123], [-2.508, -1.933, -2.311], [-3.217, -0.800, -2.770], [-4.601, -0.718, -2.496], [-5.280, -1.817, -1.905], [-4.582, -2.992, -1.681], [-3.220, -3.073, -2.055], [0.122, -1.243, -3.683], [1.243, -0.457, -3.633], [1.628, 0.201, -4.808], [0.766, 0.290, -5.851], [-0.316, -0.566, -5.916], [-0.601, -1.406, -4.887], [0.081, -3.754, -1.885], [-0.374, -4.325, -0.673], [0.205, -5.549, -0.289], [1.230, -6.153, -0.991], [1.582, -5.615, -2.247], [1.031, -4.414, -2.664], [-2.694, 0.022, -3.243], [-5.162, 0.168, -2.726], [-6.322, -1.750, -1.658], [-5.113, -3.868, -1.384], [-2.772, -4.030, -2.090], [1.819, -0.273, -2.719], [2.590, 0.699, -4.853], [0.900, 0.952, -6.717], [-1.041, -0.652, -6.710], [-1.426, -2.132, -4.959], [-1.131, -3.807, -0.051], [-0.099, -5.968, 0.690], [1.617, -7.111, -0.577], [2.298, -6.102, -2.850], [1.429, -3.890, -3.566]], "total_energy_ha": -6422.0448, "e_above_lowest_kcal_mol": 31.17, "spin_multiplicity": 2, "lumo_energy_ev": [-1.1, -1.1], "orbital_gap_ev": [5.6, 5.8]}